(1)
This record from the Open Molecules 2025 dataset describes C21H29N5O3SiZr as an isolated structure at a distorted geometry. The level of theory is ωB97M-V with the def2-TZVPD basis set.

CARTESIAN COORDINATES (ANGSTROEM)
Zr  0.2713  0.5802  -0.9482
N  2.7499  0.6702  -1.1971
N  2.7386  1.9830  -0.6281
C  1.7555  2.9039  -1.0959
O  1.8942  4.0661  -0.8840
O  0.7354  2.2929  -1.6751
H  3.3217  0.1038  -0.5770
H  3.2088  0.6861  -2.1071
H  3.6413  2.4246  -0.5098
C  -1.0474  0.6530  -3.3017
Si  -2.5475  1.1175  -2.1341
C  -3.8188  -0.2547  -2.3613
C  -3.0924  2.8792  -2.4217
N  -1.6791  0.8829  -0.6207
C  -2.0209  1.1790  0.6978
C  -3.3014  1.4321  1.1825
C  -3.5125  1.6329  2.5382
C  -2.4583  1.5951  3.4375
C  -1.1645  1.3744  2.9814
C  -0.9796  1.1741  1.6353
O  0.3308  0.9546  1.0378
C  1.3875  0.5789  1.9280
C  2.3023  1.5387  2.3223
C  3.3226  1.1643  3.1844
C  3.4009  -0.1419  3.6499
C  2.4520  -1.0803  3.2663
C  1.4326  -0.7236  2.3973
H  -1.4196  0.2236  -4.2299
H  -0.3664  -0.1169  -2.8749
H  -0.4793  1.5428  -3.5731
H  -4.5973  0.0574  -3.0614
H  -4.3182  -0.5144  -1.4257
H  -3.3709  -1.1613  -2.7722
H  -3.4561  3.0187  -3.4411
H  -2.2586  3.5644  -2.2580
H  -3.9013  3.1610  -1.7454
H  -4.1285  1.4664  0.4831
H  -4.5164  1.8168  2.8961
H  -2.6301  1.7432  4.4938
H  -0.3240  1.3794  3.6630
H  2.1919  2.5625  1.9908
H  4.0469  1.9008  3.5046
H  4.1892  -0.4231  4.3349
H  2.4935  -2.0866  3.6604
H  0.6633  -1.4349  2.1187
C  2.8509  -4.6201  -1.2780
C  1.7722  -3.6331  -1.0311
C  0.4943  -3.7936  -0.5228
C  -0.0889  -2.5329  -0.5207
N  0.7915  -1.6103  -0.9925
N  1.9146  -2.3232  -1.2874
C  -1.4741  -2.2027  -0.0801
H  2.4380  -5.6254  -1.2622
H  3.6143  -4.5579  -0.5006
H  3.3333  -4.4563  -2.2416
H  0.0341  -4.7137  -0.2040
H  2.6983  -1.9059  -1.7557
H  -1.9947  -3.1241  0.1707
H  -2.0395  -1.7035  -0.8616
H  -1.4852  -1.5640  0.8068

Values from the calculation:
- molar mass (g mol⁻¹) = 518.81
- total charge = +2
- E_HOMO (eV) = -14.11

=====

(2)
This record from the Open Molecules 2025 dataset describes C23H13AsCl5F6N2O3Pd as an isolated structure. The level of theory is ωB97M-V with the def2-TZVPD basis set.

CARTESIAN COORDINATES (ANGSTROEM)
Pd  -1.2635  0.6177  -0.1079
C  -1.9540  4.3563  0.2341
O  -1.1584  3.2245  0.6483
C  -0.3612  3.3490  1.6880
C  -0.2182  4.5227  2.4318
C  0.6051  4.5321  3.5330
C  1.3338  3.3914  3.9470
C  1.2288  2.2435  3.2346
C  0.3835  2.1851  2.0850
N  0.2737  1.0775  1.3333
N  0.9951  0.0719  1.6384
C  0.7079  -1.1724  1.7585
C  -0.7539  -1.5712  1.9468
O  -1.6331  -0.7667  1.6532
C  -1.0086  -2.8897  2.4633
C  0.0018  -3.7689  2.5830
C  1.3796  -3.4776  2.2065
C  2.3483  -4.4678  2.2475
C  3.6525  -4.1864  1.8515
C  3.9972  -2.9153  1.4144
C  3.0427  -1.9103  1.3821
C  1.7380  -2.1871  1.7795
H  -1.3068  5.1597  -0.1130
H  -2.5886  4.6871  1.0542
H  -2.5685  3.9884  -0.5787
H  -0.7502  5.4189  2.1533
H  0.7040  5.4507  4.0974
H  1.9819  3.4502  4.8091
H  1.8034  1.3669  3.4996
H  -2.0319  -3.1398  2.7052
H  -0.2057  -4.7673  2.9505
H  2.0854  -5.4626  2.5835
H  4.4006  -4.9667  1.8821
H  5.0092  -2.7068  1.0967
H  3.3011  -0.9183  1.0352
Cl  -1.3198  -0.9928  -6.9094
C  -2.0307  -0.7396  -5.4474
C  -2.1175  0.6212  -4.9570
Cl  -1.6953  1.9073  -5.9737
C  -2.5300  0.8234  -3.6877
Cl  -2.7500  2.3463  -3.0214
C  -2.7810  -0.3508  -2.7949
O  -2.7985  -0.2561  -1.5952
C  -2.9670  -1.6906  -3.4551
Cl  -3.5404  -2.9207  -2.4879
C  -2.5664  -1.8683  -4.7388
Cl  -2.6076  -3.3940  -5.4804
F  1.0820  -0.7418  -1.0221
As  1.0050  -0.2028  -2.6812
F  2.2505  0.9246  -2.3984
F  -0.1865  1.0460  -2.1236
F  -0.3958  -1.2596  -2.8722
F  0.7240  0.3655  -4.2869
F  2.0536  -1.4357  -3.1938

Values from the calculation:
- molar mass (g mol⁻¹) = 837.96
- total charge = +2
- E_HOMO (spin up / spin down) (eV) = -14.32 / -14.32
- 2S+1 = 2

=====

(3)
This record from the Open Molecules 2025 dataset describes one molecule with the formula CHBrINO2 at a distorted geometry. The level of theory is ωB97M-V with the def2-TZVPD basis set.

CARTESIAN COORDINATES (ANGSTROEM)
O  1.5139  0.6963  -0.7498
N  0.3600  0.4320  -0.8356
O  -0.3320  0.5537  -1.7878
C  -0.2544  -0.2601  0.4016
Br  -2.0862  0.4258  0.6718
I  0.9822  -0.4943  2.1186
H  -0.1835  -1.3534  0.1813

Values from the calculation:
- molar mass (g mol⁻¹) = 265.83
- E_HOMO (eV) = -10.26
- SMILES = O=[N+]([O-])[C@H](Br)I

=====

(4)
This record from the Open Molecules 2025 dataset describes CH3EuMgO2 as an isolated structure at a distorted geometry. The level of theory is ωB97M-V with the def2-TZVPD basis set.

CARTESIAN COORDINATES (ANGSTROEM)
O  -1.3138  1.4119  0.5718
Eu  -0.7711  -0.4924  -0.3969
O  1.2147  -1.5605  -0.5896
C  2.5014  -1.6280  -1.0844
Mg  -1.1699  3.0083  1.4779
H  2.7210  -0.8650  -1.8576
H  3.2308  -1.4638  -0.2663
H  2.7410  -2.6118  -1.5354

Values from the calculation:
- molar mass (g mol⁻¹) = 223.30
- E_HOMO (spin up / spin down) (eV) = -6.28 / -8.19
- 2S+1 = 9

=====

(5)
This record from the Open Molecules 2025 dataset describes a 3-piece molecular cluster, C5H8N2O3 overall at a distorted geometry. The level of theory is ωB97M-V with the def2-TZVPD basis set.

CARTESIAN COORDINATES (ANGSTROEM)
C  0.5421  -1.6576  -1.5456
C  0.6152  -0.5132  -0.4705
C  0.5793  -0.3092  0.9005
N  0.7723  0.9890  1.2369
C  0.6984  1.7551  0.2727
O  0.5045  0.9368  -0.9329
H  1.1052  -1.3334  -2.5685
H  -0.5234  -1.4615  -1.9943
H  0.5621  -2.7190  -1.2579
H  0.7399  -0.8119  1.8264
H  0.9429  2.7260  0.3334
O  -1.2934  4.0995  -1.7694
C  -1.2097  3.4032  -2.6944
O  -1.2565  2.7221  -3.6208
N  -0.6759  -1.5893  2.9495
H  -0.3459  -1.8907  3.9189
H  -0.0648  -2.3190  2.4969
H  -1.6923  -2.0268  2.9189

Values from the calculation:
- molar mass (g mol⁻¹) = 144.13
- E_HOMO (eV) = -8.81
- SMILES = Cc1cnco1.O=C=O.N

=====

(6)
This record from the Open Molecules 2025 dataset describes a 2-piece molecular cluster, C3H7OP overall at a distorted geometry. The level of theory is ωB97M-V with the def2-TZVPD basis set.

CARTESIAN COORDINATES (ANGSTROEM)
C  1.5365  1.5468  -0.3124
P  0.1624  1.5867  0.9690
O  0.6696  0.8284  2.1078
H  1.1333  1.5653  -1.3219
H  2.1505  2.4394  -0.1854
H  2.1594  0.6662  -0.1652
C  -1.1677  -1.2662  -0.8033
C  -1.4367  -1.6083  0.4408
H  -0.1550  -1.1808  -1.1640
H  -1.9456  -1.0596  -1.5186
H  -2.4486  -1.7007  0.7985
H  -0.6580  -1.8173  1.1546

Values from the calculation:
- molar mass (g mol⁻¹) = 90.06
- E_HOMO (eV) = -9.24
- SMILES = CP=O.C=C

=====

(7)
This record from the Open Molecules 2025 dataset describes a 2-piece molecular cluster, C9H17N2O3P overall at a distorted geometry. The level of theory is ωB97M-V with the def2-TZVPD basis set.

CARTESIAN COORDINATES (ANGSTROEM)
C  4.1099  -0.4329  -1.0066
C  2.7877  -0.2763  -1.1131
C  3.4801  0.1977  0.9183
C  1.1667  -3.1399  0.2874
C  -1.1756  -1.9945  0.7146
C  -0.5235  3.9570  -0.5549
C  -1.8963  2.1237  0.5072
C  -0.2160  -2.6024  -0.3559
C  -0.5221  2.7039  0.2726
N  4.5335  -0.1410  0.2878
N  2.3492  0.1090  0.1374
O  0.6444  0.7248  1.8980
O  -0.0663  -1.6970  -1.3239
O  0.2649  1.7129  -0.4397
P  0.7707  0.4848  0.5004
H  4.7450  -1.0600  -1.6068
H  2.2358  -0.4750  -2.0046
H  3.3963  0.4759  1.8998
H  1.0462  -4.0127  0.8641
H  1.9450  -3.3375  -0.6315
H  1.6356  -2.4206  0.9077
H  -0.6301  -1.7693  1.5376
H  -2.0665  -2.6835  1.0973
H  -1.6261  -1.0715  0.2803
H  -1.1637  4.0016  -1.5014
H  -0.7678  4.8857  0.0363
H  0.5411  4.1676  -0.8878
H  -1.8742  1.2485  1.2073
H  -2.3983  1.8205  -0.4610
H  -2.6254  2.8927  0.8009
H  -0.7452  -3.6361  -0.8076
H  0.1535  2.9333  1.1959

Values from the calculation:
- molar mass (g mol⁻¹) = 232.22
- E_HOMO (spin up / spin down) (eV) = -8.79 / -9.37

=====

(8)
This record from the Open Molecules 2025 dataset describes a 6-piece molecular cluster, C36H67Cl3N8O10PS overall at a distorted geometry. The level of theory is ωB97M-V with the def2-TZVPD basis set.

CARTESIAN COORDINATES (ANGSTROEM)
C  2.7418  -5.5620  3.6517
C  3.0246  -4.8104  2.2082
C  2.8799  -5.7883  0.9006
C  3.7204  -5.1301  -0.3871
C  3.2348  -5.7251  -1.8435
C  3.6446  -3.4614  -0.3034
C  5.0579  -2.6049  -0.0449
C  6.5494  -3.3515  0.0810
O  7.2516  -3.1610  1.2030
O  6.9277  -4.2035  -1.0562
C  8.1670  -3.7612  -1.7095
Cl  8.5581  -1.9595  -1.5409
C  7.9351  -4.0284  -3.3444
C  7.3107  -2.6707  -4.0941
Cl  6.5406  -5.2990  -3.4399
C  4.8914  -0.9786  0.0776
Cl  6.4554  0.0218  0.4298
C  3.3887  -0.2710  -0.0906
C  3.3860  1.3870  0.0450
C  3.5289  2.1727  -1.3837
N  3.7656  3.6550  -1.3010
C  2.5483  4.4587  -0.9420
C  2.1443  4.4868  0.6436
C  5.0102  4.0422  -0.5505
C  5.3155  5.5585  0.0861
O  6.0357  3.1613  -0.3811
N  2.1118  -1.0955  -0.3580
P  0.5270  -0.2371  -0.5835
S  0.3559  0.2335  -2.4996
C  2.2015  -2.6322  -0.4712
C  0.8216  -3.4648  -0.7774
O  0.2637  -3.1587  -2.1367
N  1.0412  -3.6844  -3.0985
O  0.9256  -3.1013  -4.1642
H  3.6729  -5.3420  4.3641
H  1.8200  -5.0431  4.1721
H  2.6603  -6.7274  3.5758
H  4.1600  -4.4449  2.2594
H  2.3733  -3.8383  2.1760
H  1.7862  -6.0969  0.6241
H  3.4425  -6.8027  1.1822
H  4.8358  -5.5279  -0.2350
H  3.9778  -6.6201  -2.1118
H  3.3294  -4.9618  -2.7284
H  2.1726  -6.2237  -1.7436
H  9.1216  -4.3878  -1.4177
H  8.8911  -4.4367  -3.8812
H  8.1268  -1.8701  -4.3460
H  6.4627  -2.1590  -3.4595
H  6.7890  -3.0173  -5.1081
H  4.2212  1.7278  0.8270
H  2.3633  1.7096  0.5201
H  2.5985  2.0136  -2.1108
H  4.4494  1.6816  -1.9641
H  1.6485  4.0275  -1.5969
H  2.6779  5.5819  -1.3201
H  2.8789  3.8934  1.3383
H  2.1847  5.6251  0.9861
H  1.0142  4.1599  0.7466
H  5.1282  5.4439  1.2597
H  6.4793  5.7152  -0.0278
H  4.6671  6.3996  -0.4054
H  -0.6167  -1.1205  -0.3214
H  0.3582  0.8901  0.2966
H  0.9212  -4.6296  -0.7354
H  0.0124  -3.1753  0.0465
C  -0.6088  5.2699  2.5020
O  -0.1209  4.1474  2.5510
N  -1.5856  5.7541  3.3459
C  -2.1134  7.0974  3.2239
C  -2.1028  4.8930  4.3893
H  -0.2880  6.0063  1.7467
H  -1.9289  7.6364  4.1576
H  -3.1900  7.0396  3.0401
H  -1.6370  7.6347  2.3993
H  -1.2788  4.5917  5.0432
H  -2.5339  3.9977  3.9310
H  -2.8671  5.4111  4.9751
C  -2.7449  -2.8916  1.0119
O  -2.4237  -1.9227  0.3349
N  -3.3733  -4.0240  0.5390
C  -3.7219  -5.1311  1.4054
C  -3.6966  -4.1116  -0.8700
H  -2.5461  -2.9298  2.0958
H  -3.2135  -6.0321  1.0505
H  -4.8045  -5.2821  1.3689
H  -3.4219  -4.9331  2.4381
H  -2.7742  -4.0277  -1.4528
H  -4.3578  -3.2812  -1.1359
H  -4.1894  -5.0613  -1.0956
C  -5.1126  2.0823  5.7518
O  -5.1745  3.2462  6.1283
N  -3.9879  1.2862  5.7984
C  -3.9942  -0.0852  5.3324
C  -2.7586  1.8370  6.3302
H  -5.9899  1.5646  5.3301
H  -3.7216  -0.7426  6.1629
H  -3.2619  -0.1888  4.5267
H  -4.9815  -0.3700  4.9587
H  -2.9293  2.1575  7.3625
H  -2.4717  2.7087  5.7339
H  -1.9578  1.0930  6.3034
C  -3.1875  2.1961  -0.6654
O  -3.1331  3.3869  -0.3837
N  -3.7336  1.6717  -1.8176
C  -3.7605  0.2473  -2.0792
C  -4.2997  2.5726  -2.8001
H  -2.7862  1.4239  0.0116
H  -3.2099  0.0465  -3.0026
H  -4.8001  -0.0719  -2.1949
H  -3.3024  -0.3127  -1.2593
H  -3.5227  3.2654  -3.1374
H  -5.1056  3.1475  -2.3334
H  -4.6925  2.0154  -3.6550
C  -7.2102  2.3542  -5.6970
O  -6.7223  1.2317  -5.6481
N  -8.1871  2.8384  -4.8532
C  -8.7149  4.1817  -4.9751
C  -8.7042  1.9773  -3.8097
H  -6.8894  3.0905  -6.4524
H  -8.5304  4.7207  -4.0415
H  -9.7914  4.1239  -5.1590
H  -8.2384  4.7190  -5.7997
H  -7.8802  1.6760  -3.1558
H  -9.1354  1.0819  -4.2681
H  -9.4685  2.4954  -3.2240

Values from the calculation:
- molar mass (g mol⁻¹) = 941.38
- total charge = +1
- E_HOMO (eV) = -10.61

=====

Which of these has the highest molar mass?
C36H67Cl3N8O10PS

=====

Which formula does entry 7 have?
C9H17N2O3P